# 1
Below is a molecular structure, C56H43IN9O2PRe, with properties calculated with wB97M-V/def2-TZVPD.

XYZ file:
```
113
C56H43IN9O2PRe wB97M-V/def2-TZVPD
Re 1.32021 -0.01678 -0.82849
C 1.34058 6.21479 1.30017
C 0.15964 6.36981 0.54902
C -0.22610 5.38276 -0.36460
C 0.45225 4.16763 -0.36908
C 0.23251 2.85944 -0.94460
N -0.73675 2.65173 -1.85765
C -0.71575 1.51680 -2.55985
C -1.59101 1.27415 -3.67664
C -2.69616 1.98160 -4.12344
C -3.45764 1.46694 -5.17085
C -3.10346 0.24768 -5.75373
C -1.96476 -0.43492 -5.35226
C -1.21677 0.05306 -4.27584
C -0.22146 -0.58049 -3.43765
N 0.13724 -1.87120 -3.54924
C 1.01390 -2.38918 -2.69596
N 1.79525 -1.69204 -1.77697
C 3.01613 -2.40642 -1.60318
N 4.23694 -1.89067 -1.55392
C 4.42071 -0.60940 -1.22737
N 3.44351 0.29232 -0.74128
C 4.08778 1.52826 -0.51049
N 3.59661 2.63392 0.01753
C 2.29167 2.80985 0.00754
N 1.27745 2.02172 -0.61432
C 1.69184 4.07457 0.32465
C 2.14771 5.09545 1.12828
C 5.50818 1.34909 -0.75191
C 6.56163 2.23913 -0.65774
C 7.84038 1.74587 -0.79963
C 8.06589 0.40865 -1.18166
C 6.99322 -0.43112 -1.42896
C 5.69417 0.04413 -1.20854
C 2.82154 -3.71465 -2.18581
C 3.48336 -4.91933 -1.99326
C 2.86610 -6.10544 -2.35253
C 1.65917 -6.07608 -3.07888
C 1.07882 -4.86966 -3.42973
C 1.61415 -3.69443 -2.90519
N 0.05150 0.32152 -2.38706
H 1.70011 6.96043 2.01331
H -0.47647 7.23976 0.65315
H -1.10691 5.50158 -1.01180
H -2.94416 2.94995 -3.62592
H -4.31808 2.00578 -5.52510
H -3.70395 -0.16900 -6.54820
H -1.61550 -1.37861 -5.83029
H 3.11463 4.96892 1.61758
H 6.36218 3.29873 -0.48454
H 8.67685 2.39025 -0.57734
H 9.08673 0.01206 -1.19036
H 7.14577 -1.46370 -1.77711
H 4.45720 -4.89359 -1.47285
H 3.31369 -7.06046 -2.07124
H 1.18482 -7.00244 -3.37484
H 0.17466 -4.76923 -4.02790
C 2.62563 -0.60225 3.98333
C 1.57469 -1.74472 3.79619
C 1.51904 -1.97664 2.30567
O 1.85861 -0.68811 1.71969
C 2.83088 -0.03922 2.57905
H 3.54602 -1.01086 4.37212
H 2.29080 0.17681 4.68439
H 0.59700 -1.39959 4.16901
H 1.86776 -2.65222 4.32422
H 0.52832 -2.25350 1.90249
H 2.25213 -2.72003 1.97052
H 2.64398 1.04564 2.49186
H 3.84211 -0.24419 2.21499
C -3.30339 -2.38084 4.99238
C -2.58309 -2.91247 3.93222
C -2.31024 -2.11057 2.81875
C -2.74292 -0.76608 2.77887
C -3.48431 -0.24982 3.87193
C -3.81682 -1.08045 4.95194
P -2.33039 0.34288 1.39507
C -3.93053 0.57144 0.56202
C -4.99643 -0.34840 0.74786
C -6.07760 -0.32303 -0.14316
C -6.11994 0.63427 -1.17465
C -5.09627 1.55904 -1.31462
C -3.97795 1.50785 -0.47436
C -2.07101 1.92843 2.23763
C -0.90752 2.00203 3.01103
C -0.62249 3.12240 3.79600
C -1.46354 4.21340 3.72709
C -2.58918 4.17937 2.89659
C -2.95632 3.03267 2.22858
H -3.50830 -3.00559 5.87003
H -2.23246 -3.94059 3.95925
H -1.70793 -2.55139 2.01357
H -3.78029 0.81402 3.87022
H -4.41104 -0.65240 5.75715
H -5.01373 -1.09469 1.56739
H -6.85474 -1.06356 0.00484
H -7.00718 0.69999 -1.80443
H -5.07228 2.31673 -2.12129
H -3.12213 2.21180 -0.60208
H -0.28660 1.07468 3.05949
H 0.21375 3.10063 4.50147
H -1.32311 5.11169 4.32516
H -3.15573 5.08666 2.76679
H -3.93375 2.96646 1.75252
N -1.74555 -4.91513 -0.15898
C -1.86325 -3.64609 -0.67152
O -0.97710 -2.78443 -0.46901
C -3.15753 -3.35089 -1.37324
I -3.03678 -3.85167 -3.53139
H -0.81087 -5.10025 0.14112
H -2.36324 -5.65022 -0.50550
H -3.44837 -2.29364 -1.40308
H -4.02049 -3.93483 -1.04859
```

2S+1: 4
HOMO (spin up / spin down): -11.96 / -12.00 eV
Kohn-Sham gap (spin up / spin down): 0.1721 / 0.1593 Eh
Charge: +2

# 2
Below is a molecular structure, C56H43IN9O2PRe, with properties calculated with wB97M-V/def2-TZVPD.

XYZ file:
```
113
C56H43IN9O2PRe wB97M-V/def2-TZVPD
Re 1.73869 1.17724 2.00284
C 7.92470 2.75174 0.41781
C 7.31450 3.73759 -0.30426
C 5.96416 3.92156 -0.30636
C 5.14392 3.14203 0.54556
C 3.75447 3.06556 0.77603
N 2.82560 3.86356 0.28040
C 1.50731 3.68679 0.32594
C 0.50612 4.48567 -0.26784
C 0.62361 5.55087 -1.16748
C -0.55271 5.95597 -1.85563
C -1.80476 5.47838 -1.44367
C -1.92907 4.45868 -0.51872
C -0.73772 3.93622 0.04668
C -0.52284 2.97299 1.05647
N -1.48187 2.25653 1.65857
C -1.21307 1.41331 2.67795
N 0.01925 0.89222 3.04001
C -0.09328 0.21328 4.25956
N 0.79108 -0.65159 4.76316
C 2.12825 -0.61305 4.46551
N 2.82129 0.22721 3.52095
C 4.05885 -0.40667 3.23101
N 5.07001 0.15457 2.54957
C 4.82807 1.32088 1.95212
N 3.58600 1.90588 1.57270
C 5.82344 2.09222 1.25055
C 7.21005 1.83783 1.16626
C 4.22985 -1.53599 4.08506
C 5.16832 -2.55523 4.12906
C 5.11959 -3.44923 5.17852
C 3.91810 -3.67040 5.89938
C 2.85865 -2.88364 5.62362
C 3.00294 -1.69284 4.84132
C -1.45867 0.19590 4.61244
C -2.18097 -0.62876 5.48329
C -3.58623 -0.74383 5.32129
C -4.26864 0.05152 4.39480
C -3.52702 0.90811 3.52548
C -2.16526 0.89124 3.57986
N 0.89954 2.75154 1.11900
H 8.99272 2.65102 0.42551
H 8.00818 4.36554 -0.90235
H 5.59186 4.77460 -0.86660
H 1.58724 6.00230 -1.24031
H -0.52923 6.73526 -2.63619
H -2.68203 5.97860 -1.86240
H -2.90017 3.98476 -0.27240
H 7.60349 0.97951 1.74078
H 5.87881 -2.56457 3.32517
H 5.95685 -4.08212 5.53981
H 3.84995 -4.44879 6.65612
H 1.90256 -3.09391 6.02182
H -1.63211 -1.30834 6.12954
H -4.15157 -1.48757 5.91189
H -5.34847 -0.04068 4.23140
H -4.07773 1.48392 2.76320
C 0.37676 -7.16659 3.20732
C -0.33705 -5.84483 3.07248
C 0.83107 -4.80967 3.23471
O 1.90229 -5.43351 4.02640
C 1.76906 -6.85371 3.83991
H 0.52655 -7.70470 2.27096
H -0.10295 -7.89953 3.89454
H -1.03541 -5.76397 3.96558
H -0.88079 -5.80510 2.13042
H 0.49680 -3.89073 3.71356
H 1.23054 -4.61183 2.24333
H 1.99494 -7.42850 4.78985
H 2.54567 -7.21354 3.10753
C -6.49362 3.19700 -6.14607
C -6.35070 3.24659 -4.72842
C -5.27731 2.60651 -4.17641
C -4.32006 1.97287 -4.96112
C -4.53111 1.85344 -6.35459
C -5.63414 2.45048 -6.91401
P -3.03019 1.27774 -3.97711
C -4.12726 -0.14269 -3.66345
C -4.50819 -1.11832 -4.62303
C -5.23949 -2.25653 -4.29268
C -5.77562 -2.30145 -3.01014
C -5.53086 -1.29667 -2.06630
C -4.77027 -0.21171 -2.44064
C -1.92136 0.52690 -5.16509
C -1.43640 1.39880 -6.16129
C -0.23435 1.06790 -6.74014
C 0.42169 -0.09972 -6.53400
C -0.23575 -1.10958 -5.80639
C -1.25487 -0.65825 -4.95169
H -7.29333 3.77912 -6.64394
H -7.04264 3.89223 -4.15079
H -5.20776 2.55289 -3.10419
H -3.95280 1.17062 -6.94757
H -5.74993 2.26040 -7.98928
H -4.17933 -1.04906 -5.62078
H -5.41152 -3.08221 -4.97788
H -6.26941 -3.11975 -2.62357
H -6.01023 -1.32392 -1.08943
H -4.45598 0.54427 -1.76591
H -1.95859 2.35501 -6.35935
H 0.18884 1.82309 -7.40723
H 1.37532 -0.35302 -6.96037
H 0.21995 -2.06853 -5.61537
H -1.42402 -1.11364 -3.97821
N 0.86112 -0.46483 -0.61757
C 1.65678 -1.23021 0.12890
O 1.90856 -1.01214 1.36604
C 2.43928 -2.31141 -0.54004
I 4.11502 -1.31097 -1.64116
H 0.10315 0.10360 -0.19535
H 0.89475 -0.60481 -1.60164
H 1.81868 -2.91339 -1.15741
H 2.94186 -2.89579 0.25423
```

2S+1: 4
HOMO (spin up / spin down): -11.48 / -11.48 eV
Kohn-Sham gap (spin up / spin down): 0.1490 / 0.1305 Eh
Charge: +2

# 3
Below is a molecular structure, C56H44AsKN3O2PS5, with properties calculated with wB97M-V/def2-TZVPD.

XYZ file:
```
113
C56H44AsKN3O2PS5 wB97M-V/def2-TZVPD
K 2.15117 -0.44382 -0.01790
C 1.61132 -0.07226 -3.33463
O 2.69072 0.11105 -2.43484
C 3.95417 -0.21146 -2.80913
C 4.27288 -0.56213 -4.11748
C 5.58625 -0.83932 -4.47247
C 6.59113 -0.76831 -3.52443
C 6.27420 -0.43778 -2.21543
C 4.96648 -0.17171 -1.82381
N 4.60958 0.13684 -0.46647
N 5.56468 -0.05602 0.33608
C 5.42658 0.18772 1.68092
C 4.21986 0.58705 2.37454
O 3.07123 0.65188 1.89202
C 4.38245 0.94924 3.78199
C 5.54181 0.81378 4.44839
C 6.72029 0.31751 3.80154
C 7.91623 0.14885 4.51859
C 9.05394 -0.32362 3.91201
C 9.00190 -0.63807 2.54694
C 7.84575 -0.47611 1.82392
C 6.65610 0.00839 2.42069
H 1.72562 0.58407 -4.20103
H 0.72059 0.20884 -2.77645
H 1.54280 -1.11778 -3.64594
H 3.49352 -0.61360 -4.86371
H 5.81450 -1.10524 -5.49764
H 7.61945 -0.97097 -3.79731
H 7.04166 -0.38678 -1.45706
H 3.48114 1.31461 4.26065
H 5.61230 1.07697 5.50004
H 7.91920 0.40432 5.57369
H 9.97132 -0.45191 4.47341
H 9.88610 -1.01766 2.04685
H 7.82596 -0.72729 0.77402
C 1.53173 4.47040 2.90612
S 0.20828 5.40267 2.09514
C 1.01904 5.92239 0.63350
C 1.45772 5.09290 -0.35969
S 1.30791 3.39798 -0.44283
S 2.29120 5.93637 -1.65895
C 2.15104 7.55309 -1.07235
S 2.71453 8.88998 -1.89212
S 1.36954 7.62672 0.44662
H 1.10921 4.03734 3.81396
H 2.36027 5.12512 3.17202
H 1.87018 3.66609 2.25207
C -1.98128 -0.66713 -0.44233
C -2.59584 -0.31415 -1.79557
As -3.79800 -1.68882 -2.54787
C -4.75368 -0.50749 -3.79097
C -4.12221 0.57225 -4.40337
C -4.80053 1.36678 -5.31918
C -6.12213 1.09189 -5.63762
C -6.75995 0.01517 -5.03620
C -6.07859 -0.77737 -4.12469
C -5.16112 -1.62755 -1.14292
C -5.55512 -2.81757 -0.54493
C -6.48278 -2.81633 0.49149
C -7.01544 -1.61830 0.94014
C -6.62758 -0.42234 0.34592
C -5.71032 -0.42845 -0.69222
P -0.95616 0.79985 0.07409
C -2.29462 2.03691 0.23488
C -3.42574 1.79284 1.01664
C -4.46491 2.70770 1.05603
C -4.38066 3.88221 0.31501
C -3.25480 4.13789 -0.45045
C -2.21041 3.21997 -0.49053
C -0.56889 0.36518 1.80470
C -0.58758 1.30817 2.83027
C -0.17722 0.96003 4.10902
C 0.26372 -0.32707 4.38215
C 0.30375 -1.26852 3.36365
C -0.10606 -0.92381 2.08499
H -1.31338 -1.52894 -0.54094
H -2.74183 -0.91332 0.30475
H -1.79163 -0.16330 -2.52059
H -3.16293 0.61781 -1.73638
H -3.09406 0.81537 -4.16396
H -4.29253 2.20709 -5.77615
H -6.65424 1.71506 -6.34568
H -7.79350 -0.20615 -5.27412
H -6.59266 -1.60879 -3.65420
H -5.13249 -3.75370 -0.88779
H -6.78246 -3.75251 0.94775
H -7.73186 -1.61256 1.75253
H -7.03689 0.51738 0.69711
H -5.41087 0.51046 -1.14558
H -3.48931 0.87970 1.59869
H -5.33752 2.51035 1.66804
H -5.18930 4.60285 0.34757
H -3.17343 5.06171 -1.00987
H -1.30430 3.43233 -1.04725
H -0.90406 2.32402 2.61905
H -0.18952 1.70716 4.89408
H 0.59561 -0.58647 5.38015
H 0.67752 -2.26813 3.54968
H -0.02307 -1.66720 1.29668
N -4.40613 -8.36480 1.65557
C -3.60518 -7.59996 1.33570
C -2.61618 -6.65130 0.93541
C -1.82386 -6.88169 -0.19499
C -0.86548 -5.96320 -0.56383
C -0.66820 -4.77283 0.16555
C -1.48483 -4.55683 1.29171
C -2.43029 -5.48203 1.67724
C 0.34430 -3.84884 -0.19397
C 1.27923 -3.11053 -0.52727
H -1.96179 -7.78665 -0.77277
H -0.24045 -6.14273 -1.42799
H -1.34694 -3.65731 1.87579
H -3.03477 -5.30381 2.55616
```

HOMO: -2.41 eV
Kohn-Sham gap: 0.2182 Eh
Charge: -2

# 4
Below is a molecular structure, C56H45BrCl3GeN8O7SV, with properties calculated with wB97M-V/def2-TZVPD.

XYZ file:
```
123
C56H45BrCl3GeN8O7SV wB97M-V/def2-TZVPD
V 0.35144 0.60014 -1.05359
N -7.07004 -1.09962 -2.33479
C -6.04274 -0.17240 -2.29128
C -5.52941 0.36942 -3.47298
C -4.43657 1.21227 -3.43824
C -3.84216 1.53179 -2.22145
C -4.39180 1.05576 -1.03548
C -5.48149 0.20632 -1.07257
S -2.46267 2.62148 -2.14699
O -2.48299 3.43110 -3.33391
O -2.56256 3.26375 -0.86231
N -1.01336 1.79781 -2.13753
C -0.79748 0.97031 -3.23390
N -1.66588 0.81141 -4.23272
C -1.26507 0.02689 -5.21760
C -0.02671 -0.61101 -5.24061
C 0.77881 -0.42351 -4.14337
N 0.39705 0.35385 -3.13519
H -7.64367 -1.14412 -3.15647
H -7.50420 -1.36690 -1.47030
H -5.98293 0.10774 -4.42293
H -4.03292 1.63569 -4.34578
H -3.95361 1.35499 -0.09372
H -5.88534 -0.19596 -0.14930
H -1.96718 -0.10301 -6.03703
H 0.29034 -1.22725 -6.06789
H 1.76509 -0.86485 -4.06131
Br 5.75649 -4.30633 10.45576
C 5.10408 -3.16270 9.09927
C 4.57987 -1.92759 9.44373
C 4.08289 -1.10460 8.44750
C 4.09983 -1.50965 7.11587
C 4.65290 -2.74807 6.78549
C 5.15206 -3.57500 7.77684
N 3.49953 -0.64784 6.17652
N 3.63828 -0.99403 4.98464
C 2.83286 -0.53178 3.97841
C 3.33897 -0.71235 2.69906
C 2.66059 -0.25592 1.57303
C 1.45970 0.39022 1.70752
O 0.82382 0.78879 0.59321
C 0.87578 0.60162 2.99183
N -0.29952 1.26757 3.05373
C -0.85803 1.42222 4.22419
C -0.32327 0.89625 5.41539
C 0.86862 0.22998 5.36615
C 1.53953 0.09104 4.13306
H 4.55938 -1.61504 10.47840
H 3.66813 -0.13327 8.68523
H 4.69021 -3.04329 5.74677
H 5.57267 -4.53879 7.52537
H 4.29168 -1.21649 2.60207
H 3.06540 -0.38305 0.57821
H -1.78905 1.98204 4.23902
H -0.85342 1.01621 6.35102
H 1.30228 -0.18485 6.26196
Cl -0.50036 6.80712 2.02379
C -1.43320 5.75026 0.93198
Cl -1.73158 6.57941 -0.59335
Cl -2.96744 5.33748 1.72231
C -0.64502 4.55056 0.68505
N 0.05074 3.65434 0.54631
Ge 2.49768 1.94674 -1.59888
C 2.68412 3.74786 -0.79837
C 3.24792 3.84128 0.47481
C 3.48738 5.06965 1.07642
C 3.16330 6.24241 0.40828
C 2.61244 6.17297 -0.86401
C 2.37902 4.93786 -1.45825
C 2.65223 2.31292 -3.51916
C 1.64308 2.98506 -4.21581
C 1.74033 3.21189 -5.58186
C 2.85998 2.77558 -6.28081
C 3.87064 2.10529 -5.60708
C 3.76149 1.87030 -4.23947
H 3.87568 1.44368 -1.13622
H 3.50636 2.93410 1.01355
H 3.92960 5.11262 2.06526
H 3.33406 7.20422 0.87770
H 2.36068 7.08401 -1.39481
H 1.94807 4.90944 -2.45142
H 0.75337 3.32468 -3.69246
H 0.93636 3.72088 -6.10048
H 2.94181 2.95624 -7.34611
H 4.74365 1.75776 -6.14757
H 4.54093 1.31760 -3.72654
O 3.23928 -1.02789 -2.17540
C 2.31257 -1.65500 -1.68264
O 1.28293 -1.19384 -1.06087
C 2.23088 -3.15650 -1.85002
C 0.98341 -3.74998 -2.01843
C 0.89534 -5.09484 -2.35617
C 2.05019 -5.85257 -2.49946
C 3.29549 -5.26299 -2.31289
C 3.38505 -3.91407 -2.00319
H 0.09786 -3.13651 -1.89332
H -0.07500 -5.54746 -2.52184
H 1.98227 -6.90101 -2.76405
H 4.19678 -5.85236 -2.43132
H 4.34680 -3.42899 -1.89107
C -6.07787 -4.52767 1.17635
C -5.05031 -3.51533 0.74251
C -4.47898 -2.63869 1.65346
C -3.47732 -1.74087 1.29149
C -2.93446 -0.84790 2.38269
C -3.02196 -1.72716 -0.03605
C -3.60100 -2.59108 -0.97784
C -3.22490 -2.62484 -2.44097
C -4.60811 -3.46127 -0.56992
C -1.93541 -0.77289 -0.44693
O -1.69153 0.24535 0.22998
O -1.25930 -1.01386 -1.49497
H -6.73353 -4.12381 1.94956
H -5.59251 -5.41381 1.59277
H -6.69179 -4.85557 0.33632
H -4.81932 -2.65007 2.68480
H -3.42072 -1.09766 3.32713
H -3.09182 0.20717 2.16228
H -1.85626 -0.95727 2.49502
H -3.22477 -1.62631 -2.87938
H -3.93699 -3.25265 -2.97847
H -2.21958 -3.01988 -2.58400
H -5.05295 -4.12153 -1.30796
```

2S+1: 2
HOMO (spin up / spin down): -5.63 / -5.35 eV
Kohn-Sham gap (spin up / spin down): 0.2379 / 0.2318 Eh
Charge: -1

What are the ΔE to the lowest compared entry with this formula, charge and spin values for these records? In order: 0.0; 75.5; 9.3; 29.3 kcal/mol.
What are the molecular weight values for these records? In order: 1218.1; 1218.1; 1096.3; 1283.9 g mol⁻¹.
What are the strongest force on any atom values for these records? In order: 0.047; 0.081; 0.015; 0.044 Eh/bohr.